(1)
Density functional theory data (ωB97M-V/def2-TZVPD) for C46H54GeIrN4O4 as an isolated structure at a distorted geometry.

Each line ends with the Mulliken charge.
Element x y z (Å)
Ir 0.00222 1.77828 0.40922  -1.080
C -0.61805 3.80369 -3.13797  -1.679
C -0.69666 2.33431 -3.44528  0.996
C -0.47465 1.87932 -4.73609  -0.880
C -0.53487 0.52702 -5.03410  -1.116
C -0.83786 -0.38969 -4.04003  -0.445
C -1.07561 0.02246 -2.73419  0.302
C -1.50173 -0.98384 -1.70183  -0.402
C -0.97971 1.38995 -2.45237  -0.436
N -1.18672 1.85944 -1.11454  1.106
C -2.44929 2.50255 -0.89568  0.008
O -3.35313 2.47261 -1.67674  -0.542
C -2.51843 3.26656 0.39819  0.584
C -3.56086 4.01910 0.90004  -0.805
C -3.34973 4.66593 2.11857  -0.442
C -2.13469 4.57443 2.79432  -0.724
C -1.14394 3.80053 2.21690  0.262
N -1.39234 3.19427 1.07676  0.415
C 0.27831 3.58302 2.67457  0.290
O 0.70854 4.12358 3.65818  -0.595
N 1.00960 2.74719 1.82231  1.584
C 2.43051 2.73793 2.01357  -0.832
C 2.98278 1.93022 3.00633  1.245
C 2.10213 1.09978 3.89720  -1.035
C 4.36515 1.90774 3.13664  -1.009
C 5.16942 2.67446 2.30908  -1.011
C 4.59688 3.47829 1.33431  -0.758
C 3.21996 3.52286 1.17058  1.048
C 2.60895 4.40710 0.11738  -1.091
H -0.03957 4.32164 -3.90049  0.469
H -0.14403 3.99594 -2.17271  0.235
H -1.61438 4.25114 -3.11330  0.387
H -0.23948 2.59557 -5.51326  0.458
H -0.35029 0.18769 -6.04460  0.429
H -0.90002 -1.44448 -4.27657  0.511
H -1.30698 -1.99243 -2.06085  0.677
H -2.57293 -0.89646 -1.50708  0.621
H -0.97439 -0.86272 -0.75896  -0.721
H -4.49066 4.10186 0.35548  0.595
H -4.14516 5.26450 2.54189  0.477
H -1.95114 5.08463 3.72922  0.586
H 1.38163 0.54521 3.29667  -0.188
H 1.54689 1.72967 4.59502  0.443
H 2.69540 0.39241 4.47377  0.473
H 4.80992 1.28062 3.89902  0.460
H 6.24482 2.64557 2.42256  0.435
H 5.22521 4.07444 0.68431  0.488
H 3.35686 4.70496 -0.61553  0.475
H 2.19311 5.31529 0.56157  0.363
H 1.79857 3.91186 -0.42527  -0.106
C -4.50559 -6.30519 -1.15677  -1.586
C -4.92395 -5.00112 -0.53327  0.607
C -6.24829 -4.59811 -0.62064  -0.871
C -6.66431 -3.37342 -0.11760  -0.772
C -5.75363 -2.56156 0.52337  -0.927
C -4.42560 -2.97914 0.67411  -0.151
N -3.57160 -2.10343 1.36164  0.143
C -2.54530 -2.42713 2.22354  -0.331
C -2.55427 -3.66241 2.88516  -0.620
C -1.55516 -3.98278 3.78158  -0.534
C -0.52117 -3.08942 4.03866  -1.354
C -0.49165 -1.87059 3.39293  -0.187
C -1.49161 -1.51035 2.49250  0.203
C -1.42813 -0.20302 1.78091  0.615
O -0.18380 0.15485 1.47413  0.177
O -2.40648 0.47340 1.51425  -0.766
C -3.97839 -4.17888 0.10000  1.650
C -2.52201 -4.55024 0.03888  -1.280
H -5.37679 -6.88980 -1.44568  0.409
H -3.90455 -6.90626 -0.47281  0.331
H -3.90481 -6.13993 -2.05479  0.329
H -6.96334 -5.24517 -1.11399  0.380
H -7.69696 -3.06711 -0.21760  0.404
H -6.05286 -1.61279 0.95156  0.525
H -3.73495 -1.11636 1.27212  0.215
H -3.37921 -4.33907 2.70961  0.641
H -1.58750 -4.93117 4.30151  0.437
H 0.25605 -3.34225 4.74700  0.462
H 0.32411 -1.18666 3.58373  0.782
H -1.86797 -3.69950 0.21770  -0.057
H -2.28594 -4.95051 -0.94849  0.555
H -2.26031 -5.32277 0.76741  0.391
C 3.43173 -1.89302 1.53341  -0.656
C 2.63428 -2.90791 0.72249  -1.205
C 1.46374 -2.29184 -0.03953  -0.056
C 1.87803 -1.26200 -1.10163  -0.530
Ge 1.97696 0.66892 -0.68842  1.333
C 2.32443 1.67154 -2.34938  -0.305
C 3.82273 1.76331 -2.65300  -0.950
C 4.44207 0.44694 -3.11717  0.054
C 5.79755 0.64708 -3.78085  -1.567
H 4.16904 -2.38407 2.16896  0.531
H 2.77385 -1.30261 2.17881  0.046
H 3.96819 -1.18969 0.89349  0.059
H 2.24463 -3.67966 1.39106  0.497
H 3.29611 -3.41955 0.01663  0.393
H 0.78309 -1.85275 0.68533  -0.465
H 0.90916 -3.09631 -0.53152  0.457
H 1.23670 -1.33904 -1.98231  0.399
H 2.88782 -1.49443 -1.45940  0.576
H 3.17436 0.95635 0.23842  -0.707
H 1.90859 2.67861 -2.25128  0.093
H 1.78694 1.19107 -3.17063  0.310
H 4.36216 2.11312 -1.76507  0.229
H 3.98539 2.52539 -3.42175  0.606
H 3.75547 -0.05332 -3.80808  0.369
H 4.55970 -0.22545 -2.26076  0.035
H 5.70617 1.27267 -4.67055  0.366
H 6.24146 -0.30115 -4.08267  0.421
H 6.49610 1.13966 -3.10149  0.323

Computed properties:
Charge: +1
HOMO (alpha / beta) in eV: -9.706 / -9.689

***

(2)
Density functional theory data (ωB97M-V/def2-TZVPD) for a 10-piece molecular cluster, C46H54N10O2 overall at a distorted geometry.

Each line ends with the Mulliken charge.
Element x y z (Å)
C 3.14538 2.16468 2.56219  -0.844
N 3.42891 3.13810 1.56435  0.507
C 4.65026 3.60220 1.33964  0.910
C 4.76027 4.84248 0.45198  -1.180
O 5.65348 3.10873 1.80503  -0.679
H 2.75396 1.29988 2.06536  -0.061
H 2.32133 2.43103 3.25605  0.327
H 4.10460 1.91517 3.11127  0.339
H 2.60653 3.67209 1.22848  -0.057
H 3.77451 5.25799 0.26287  0.263
H 5.32200 4.55727 -0.41994  0.286
H 5.40472 5.60365 0.89277  0.335
C -0.99317 2.62314 -4.64088  -0.970
N 0.23231 1.96765 -4.16060  0.077
C 1.23122 2.75141 -3.64121  0.435
C 2.49798 1.95460 -3.23715  -0.754
O 1.02027 3.88682 -3.26285  -0.662
H -1.49059 1.95693 -5.31387  0.402
H -0.74233 3.58007 -5.12017  0.340
H -1.62506 2.88084 -3.76262  0.162
H 0.31309 0.95951 -4.49010  0.245
H 2.40145 1.35451 -2.37927  -0.060
H 3.24997 2.63162 -2.91080  0.474
H 2.88785 1.32795 -4.03859  0.434
C 1.03980 -4.04518 -4.63110  -0.570
C 1.53709 -3.26496 -3.61566  -0.384
C 1.22293 -1.89318 -3.58845  -0.385
N 0.41303 -1.29095 -4.45520  -0.088
C -0.06562 -2.07075 -5.44795  -0.227
C 0.29243 -3.45059 -5.59060  -0.684
H 1.36527 -5.06124 -4.83294  0.401
H 2.17674 -3.54906 -2.79849  0.504
H 1.72150 -1.20489 -2.91969  0.456
H -0.66203 -1.60209 -6.16131  0.479
H -0.18892 -4.12398 -6.28171  0.376
C -3.50714 -3.84275 2.10748  -0.257
C -4.51215 -4.74152 1.75047  -0.685
C -4.22325 -5.81054 0.90615  -0.337
N -2.99951 -6.07460 0.45280  -0.566
C -2.01730 -5.25700 0.85194  -0.524
C -2.27880 -4.09878 1.60268  0.349
H -3.73809 -2.96551 2.67318  0.700
H -5.50501 -4.48306 1.97576  0.462
H -4.95789 -6.55464 0.63286  0.380
H -0.99962 -5.52940 0.52022  0.364
H -1.46417 -3.38455 1.82095  0.061
C 4.66524 0.29535 -0.51868  0.029
C 4.08500 -0.65353 0.29827  -0.453
C 3.80062 -1.90529 -0.30642  -0.500
N 4.04079 -2.19941 -1.57380  -0.437
C 4.59436 -1.21291 -2.29360  -0.246
C 4.93498 0.02721 -1.82481  -0.666
H 4.94946 1.20893 -0.02455  0.442
H 4.01771 -0.49204 1.33606  0.771
H 3.34252 -2.78110 0.24403  0.340
H 4.71839 -1.46030 -3.38254  0.339
H 5.36289 0.66956 -2.59301  0.395
C -3.78296 0.00833 1.59513  0.162
C -4.04375 1.05255 2.42736  -0.460
C -4.06721 2.37143 2.04070  -0.409
N -3.73266 2.65823 0.76741  -0.455
C -3.52987 1.67854 -0.05996  -0.565
C -3.61636 0.32923 0.22795  -0.333
H -3.69163 -1.04272 1.91708  0.249
H -4.09707 0.81307 3.46700  0.417
H -4.19175 3.11318 2.83899  0.314
H -3.31618 1.94972 -1.08270  0.548
H -3.39425 -0.42379 -0.47579  0.514
C 1.49501 -3.61727 4.87237  -0.765
C 1.75912 -2.70032 3.88237  -0.313
C 1.83053 -1.35083 4.24820  -0.324
N 1.54342 -0.89128 5.44744  -0.550
C 1.17230 -1.76795 6.36311  -0.380
C 1.12094 -3.14305 6.10964  -0.283
H 1.35820 -4.63520 4.61779  0.450
H 2.07256 -3.03420 2.91379  0.453
H 2.07473 -0.61545 3.50346  0.912
H 0.87153 -1.44645 7.32847  0.399
H 0.72121 -3.72805 6.91922  0.398
C -1.74829 5.60710 1.51772  -0.135
C -0.87296 5.82839 2.60004  -0.654
C 0.42672 5.43654 2.51161  -0.449
N 0.88661 4.92592 1.35137  -0.266
C 0.13629 4.79822 0.27093  -0.529
C -1.23669 5.10099 0.29423  -0.481
H -2.81808 5.88297 1.63753  0.378
H -1.24965 6.37489 3.47437  0.370
H 1.16509 5.46294 3.26435  0.529
H 0.70219 4.44829 -0.59349  0.676
H -1.89266 4.96880 -0.58099  0.421
C -3.49205 -2.88026 -1.76250  -0.160
C -4.79562 -2.45678 -1.78980  -0.607
C -5.12344 -1.20525 -2.37767  -0.347
N -4.18315 -0.50685 -3.09331  -0.580
C -2.92935 -0.98005 -3.14787  -0.062
C -2.51069 -2.13807 -2.50517  -0.032
H -3.25942 -3.71433 -1.12692  0.472
H -5.46830 -2.91888 -1.14135  0.498
H -6.11503 -0.75504 -2.23748  0.338
H -2.11558 -0.51664 -3.73333  0.259
H -1.45595 -2.47264 -2.50528  0.299
C -0.52930 1.09694 1.22168  0.215
C -0.10116 0.32499 0.12747  0.093
C 0.14414 -0.99277 0.30374  -1.981
N -0.11496 -1.59455 1.49308  -0.004
C -0.65105 -0.87010 2.48087  -0.486
C -0.87415 0.49585 2.37964  -1.499
H -0.75386 2.11887 0.96366  0.480
H 0.02112 0.83516 -0.82753  0.869
H 0.51890 -1.62818 -0.47595  1.031
H -0.97515 -1.28735 3.44144  0.515
H -1.36050 0.96759 3.20163  0.744

Computed properties:
Charge: 0
SMILES string: CNC(C)=O.CNC(C)=O.c1ccncc1.c1ccncc1.c1ccncc1.c1ccncc1.c1ccncc1.c1ccncc1.c1ccncc1.c1ccncc1
HOMO in eV: -9.204